No. 1
DFT (ωB97M-V/def2-TZVPD) results for C2HFGaO2 as an isolated structure at a distorted geometry.

## Properties
* net charge: +3
* ΔE to the lowest compared entry with this formula, charge and spin: 18.0 kcal/mol
* LUMO energy (alpha / beta): -0.8081 / -0.7649 Ha

Last column: Mulliken charge in e.
Geometry (Å):
O1 1.129 0.234 -0.965  0.10
C1 0.836 -0.675 0.446  0.19
C2 0.472 0.649 0.011  0.82
O2 -0.718 0.805 0.368  0.12
Ga1 -2.113 1.676 0.038  1.22
F1 0.269 -1.804 0.104  0.08
H1 1.604 -0.806 1.211  0.47

---

No. 2
DFT (ωB97M-V/def2-TZVPD) results for a 13-piece molecular cluster, C33H86N7O17 overall at a distorted geometry.

## Properties
* net charge: -1
* LUMO energy: 0.0270 Ha

Last column: Mulliken charge in e.
Geometry (Å):
C1 -0.329 0.732 0.556  -1.04
N1 0.531 -0.257 -0.130  0.30
C2 1.795 0.416 -0.811  -0.95
C3 1.153 -1.151 0.943  -1.20
C4 -0.118 -1.077 -1.282  -0.82
C5 -1.482 -1.812 -0.855  -0.83
O1 -1.189 -2.618 0.208  -0.41
H1 -1.252 0.286 0.925  0.32
H2 -0.530 1.607 -0.062  0.33
H3 0.224 1.129 1.407  0.43
H4 1.371 1.150 -1.496  0.40
H5 2.294 -0.436 -1.272  0.46
H6 2.398 0.843 -0.009  0.37
H7 1.613 -1.910 0.310  0.49
H8 0.489 -1.666 1.639  0.43
H9 1.893 -0.593 1.516  0.44
H10 0.543 -1.877 -1.617  0.60
H11 -0.120 -0.398 -2.134  0.45
H12 -1.682 -2.441 -1.722  0.41
H13 -2.276 -1.065 -0.842  0.43
H14 -0.601 -3.266 -0.186  0.30
O2 4.042 -3.817 -6.030  -0.89
C6 3.778 -4.479 -4.835  -0.26
C7 4.942 -4.794 -3.742  -0.41
O3 4.659 -5.243 -2.399  -0.88
H15 3.148 -5.367 -4.891  0.21
H16 3.042 -3.820 -4.374  -0.03
H17 5.432 -3.828 -3.622  0.17
H18 5.747 -5.364 -4.206  0.27
C8 -8.543 8.847 -4.292  -1.25
C9 -7.299 8.548 -3.434  -0.31
C10 -5.841 8.670 -4.098  -0.74
C11 -4.797 8.513 -2.991  -0.66
C12 -4.866 7.233 -2.038  -0.40
C13 -3.435 6.762 -1.579  -1.33
H19 -9.311 9.041 -3.544  0.34
H20 -8.722 8.022 -4.981  0.33
H21 -8.437 9.731 -4.921  0.32
H22 -7.284 9.295 -2.640  0.32
H23 -7.463 7.561 -3.001  0.27
H24 -5.817 9.608 -4.653  0.34
H25 -5.778 7.918 -4.884  0.31
H26 -3.761 8.497 -3.328  0.48
H27 -4.720 9.326 -2.270  0.31
H28 -5.309 7.418 -1.059  0.25
H29 -5.373 6.389 -2.505  0.38
H30 -3.141 7.455 -0.790  0.31
H31 -3.428 5.781 -1.104  0.33
H32 -2.713 6.732 -2.395  0.41
C14 -4.377 4.336 3.454  -0.35
C15 -3.046 5.116 3.799  -0.30
O4 -3.267 6.547 3.743  -0.54
O5 -5.523 5.043 4.042  -0.53
H33 -4.304 3.297 3.775  0.34
H34 -4.385 4.536 2.383  0.19
H35 -2.133 4.768 3.315  0.34
H36 -2.763 4.763 4.791  0.24
H37 -2.442 7.013 3.589  0.29
H38 -5.587 5.943 3.714  0.30
C16 1.630 -7.943 0.486  -0.24
C17 0.786 -7.228 -0.554  -0.51
O6 1.104 -5.830 -0.714  -0.45
O7 2.956 -8.187 0.151  -0.51
H39 1.234 -8.958 0.465  0.31
H40 1.523 -7.396 1.422  0.14
H41 -0.246 -7.299 -0.210  0.29
H42 0.871 -7.560 -1.589  0.33
H43 2.008 -5.736 -1.022  0.23
H44 3.242 -7.319 -0.144  0.33
C18 3.197 4.801 4.002  -0.39
C19 4.186 4.445 5.156  -0.31
O8 5.424 4.181 4.536  -0.57
O9 3.285 3.907 2.935  -0.51
H45 3.540 5.740 3.567  0.27
H46 2.144 4.865 4.273  0.33
H47 3.866 3.490 5.572  0.23
H48 4.207 5.260 5.880  0.30
H49 5.475 3.243 4.340  0.33
H50 4.195 4.030 2.654  0.31
C20 3.487 1.328 -7.249  -0.27
C21 2.502 0.749 -8.197  -0.43
O10 3.026 -0.424 -8.942  -0.53
O11 3.674 0.534 -6.098  -0.53
H51 3.208 2.291 -6.822  0.26
H52 4.462 1.344 -7.736  0.25
H53 2.417 1.531 -8.951  0.27
H54 1.499 0.539 -7.825  0.27
H55 3.298 -1.104 -8.321  0.34
H56 3.703 -0.424 -6.159  0.32
O12 -2.514 -7.830 4.118  -0.63
C22 -3.595 -8.142 3.658  0.73
N2 -4.184 -7.393 2.745  -0.35
C23 -4.396 -9.294 4.170  -1.07
H57 -3.728 -6.553 2.420  0.21
H58 -5.137 -7.581 2.468  0.19
H59 -4.472 -10.143 3.491  0.30
H60 -5.456 -9.065 4.277  0.33
H61 -4.087 -9.604 5.168  0.28
O13 -5.069 -8.483 -3.160  -0.59
C24 -4.253 -7.963 -3.827  0.61
N3 -3.234 -8.564 -4.396  -0.37
C25 -4.427 -6.412 -4.137  -0.95
H62 -3.334 -9.566 -4.474  0.23
H63 -2.497 -8.088 -4.896  0.21
H64 -4.661 -6.169 -5.173  0.30
H65 -3.463 -5.944 -3.939  0.27
H66 -5.283 -5.992 -3.608  0.27
O14 6.628 -0.651 2.769  -0.66
C26 6.496 -1.280 1.727  0.65
N4 5.938 -2.482 1.609  -0.34
C27 7.284 -0.899 0.472  -0.92
H67 6.002 -2.990 0.738  0.22
H68 5.346 -2.852 2.338  0.18
H69 6.743 -0.064 0.026  0.21
H70 7.546 -1.682 -0.240  0.37
H71 8.254 -0.493 0.757  0.28
O15 3.017 -4.061 5.390  -0.69
C28 2.396 -5.133 5.403  0.76
N5 1.181 -5.123 4.904  -0.29
C29 2.952 -6.400 5.930  -1.05
H72 0.680 -5.973 4.687  0.16
H73 0.819 -4.257 4.530  0.19
H74 3.747 -6.110 6.618  0.28
H75 3.311 -7.014 5.104  0.29
H76 2.290 -7.043 6.510  0.36
O16 2.220 7.886 -0.803  -0.65
C30 2.442 7.556 -1.954  0.72
N6 2.287 8.537 -2.810  -0.39
C31 2.827 6.158 -2.372  -0.94
H77 2.252 9.512 -2.549  0.23
H78 2.380 8.383 -3.804  0.18
H79 3.667 6.132 -3.066  0.34
H80 2.000 5.768 -2.965  0.28
H81 3.071 5.535 -1.511  0.22
O17 -0.779 -0.107 5.699  -0.66
C32 -0.222 0.224 6.726  0.59
N7 1.033 -0.089 6.887  -0.33
C33 -0.963 0.896 7.838  -0.84
H82 1.455 -0.927 6.511  0.24
H83 1.278 0.158 7.835  0.19
H84 -0.194 1.448 8.379  0.36
H85 -1.498 0.228 8.513  0.25
H86 -1.646 1.534 7.276  0.21

---

No. 3
DFT (ωB97M-V/def2-TZVPD) results for C38H95O25P6Tl as an isolated structure at a distorted geometry.

## Properties
* net charge: +2
* LUMO energy: -0.4297 Ha

Last column: Mulliken charge in e.
Geometry (Å):
Tl1 4.934 -29.195 -20.299  1.00
C1 5.671 -37.778 -18.351  -0.83
C2 4.643 -36.677 -17.948  -0.04
O1 4.760 -35.493 -18.616  -0.12
H1 5.582 -38.529 -17.565  0.33
H2 6.635 -37.302 -18.530  0.34
H3 5.373 -38.229 -19.297  0.31
H4 4.815 -36.485 -16.889  0.31
H5 3.638 -37.098 -17.981  0.31
C3 -4.127 -48.440 -9.496  -1.35
C4 -3.413 -47.156 -10.022  0.02
O2 -2.162 -47.281 -10.628  -0.40
P1 -1.701 -46.040 -11.568  0.94
O3 -2.632 -45.697 -12.656  -0.63
O4 -0.246 -46.444 -11.981  -0.33
C5 0.338 -45.488 -12.905  -0.12
C6 1.827 -45.251 -12.476  -1.16
O5 -1.534 -44.811 -10.491  -0.26
C7 -2.120 -43.537 -10.692  -0.29
C8 -3.560 -43.617 -9.960  -0.92
H6 -4.313 -49.134 -10.315  0.35
H7 -3.476 -48.952 -8.787  0.34
H8 -5.128 -48.237 -9.113  0.37
H9 -4.057 -46.497 -10.605  0.32
H10 -3.226 -46.662 -9.069  0.22
H11 0.466 -46.011 -13.853  0.27
H12 -0.234 -44.571 -13.048  0.33
H13 1.958 -44.653 -11.574  0.30
H14 2.250 -46.247 -12.338  0.29
H15 2.502 -44.773 -13.185  0.38
H16 -1.565 -42.793 -10.121  0.37
H17 -2.173 -43.153 -11.710  0.32
H18 -3.323 -43.890 -8.932  0.26
H19 -3.997 -42.623 -10.061  0.40
H20 -4.200 -44.414 -10.337  0.21
C9 -7.789 -33.537 -13.318  -1.15
C10 -7.488 -34.051 -14.688  -0.26
O6 -6.190 -34.606 -14.739  -0.20
P2 -5.937 -36.206 -14.869  0.93
O7 -6.920 -37.128 -14.250  -0.74
O8 -5.933 -36.398 -16.483  -0.35
C11 -5.793 -37.691 -17.009  -0.35
C12 -4.444 -38.196 -17.220  -1.01
O9 -4.424 -36.419 -14.426  -0.24
C13 -3.428 -35.788 -15.154  -0.20
C14 -2.996 -34.415 -14.515  -1.25
H21 -8.043 -34.342 -12.628  0.29
H22 -7.015 -32.891 -12.903  0.29
H23 -8.601 -32.811 -13.351  0.41
H24 -8.225 -34.722 -15.129  0.34
H25 -7.439 -33.226 -15.399  0.31
H26 -6.432 -38.419 -16.509  0.36
H27 -6.267 -37.632 -17.988  0.32
H28 -4.464 -39.217 -17.601  0.38
H29 -3.873 -37.606 -17.937  0.29
H30 -3.790 -38.145 -16.350  0.23
H31 -2.554 -36.400 -14.929  0.25
H32 -3.648 -35.728 -16.220  0.40
H33 -2.095 -33.990 -14.957  0.39
H34 -3.790 -33.687 -14.678  0.30
H35 -2.727 -34.530 -13.465  0.30
C15 -4.090 -35.376 -6.791  -1.04
C16 -3.026 -34.935 -7.858  -0.32
O10 -1.918 -35.825 -7.860  -0.27
P3 -0.820 -35.726 -6.637  0.78
O11 -0.339 -34.380 -6.310  -0.71
O12 -1.461 -36.549 -5.398  -0.29
C17 -1.849 -37.870 -5.465  0.12
C18 -2.256 -38.255 -4.058  -1.29
O13 0.237 -36.780 -7.244  -0.24
C19 1.201 -36.339 -8.075  -0.24
C20 1.462 -37.365 -9.197  -1.18
H36 -3.802 -35.114 -5.773  0.29
H37 -5.045 -34.923 -7.057  0.42
H38 -4.301 -36.443 -6.865  0.23
H39 -3.458 -34.923 -8.858  0.33
H40 -2.690 -33.918 -7.652  0.32
H41 -2.662 -37.942 -6.188  0.22
H42 -1.009 -38.477 -5.800  0.24
H43 -2.936 -37.480 -3.704  0.32
H44 -2.882 -39.147 -4.017  0.38
H45 -1.516 -38.391 -3.270  0.31
H46 0.897 -35.376 -8.486  0.34
H47 2.074 -36.207 -7.436  0.30
H48 1.490 -38.377 -8.792  0.29
H49 0.744 -37.292 -10.013  0.28
H50 2.384 -37.062 -9.694  0.40
C21 10.469 -31.608 -13.837  -1.03
C22 11.615 -30.715 -13.229  -0.27
O14 12.238 -29.970 -14.253  -0.13
P4 11.494 -28.773 -15.020  0.82
O15 10.212 -29.065 -15.717  -0.78
O16 12.746 -28.238 -15.947  -0.34
C23 13.971 -27.878 -15.421  -0.13
C24 15.045 -28.988 -15.738  -1.20
O17 11.370 -27.645 -13.925  -0.22
C25 11.314 -26.258 -14.064  -0.30
C26 11.992 -25.570 -12.914  -1.13
H51 10.711 -32.241 -14.691  0.28
H52 9.979 -32.235 -13.093  0.38
H53 9.702 -30.920 -14.191  0.29
H54 11.251 -29.988 -12.503  0.26
H55 12.342 -31.354 -12.728  0.31
H56 14.263 -26.890 -15.777  0.40
H57 13.924 -27.782 -14.336  0.22
H58 16.057 -28.788 -15.385  0.38
H59 14.722 -29.924 -15.284  0.26
H60 15.046 -29.234 -16.800  0.29
H61 11.803 -25.970 -14.995  0.32
H62 10.258 -26.017 -14.183  0.35
H63 11.501 -25.844 -11.980  0.30
H64 13.059 -25.790 -12.938  0.27
H65 11.963 -24.498 -13.108  0.39
C27 14.961 -27.637 -22.873  -1.13
C28 13.616 -28.371 -22.921  -0.26
O18 14.063 -29.742 -22.787  -0.11
P5 12.960 -30.902 -23.100  0.75
O19 11.587 -30.644 -22.551  -0.79
O20 13.576 -32.271 -22.575  -0.18
C29 13.783 -32.411 -21.243  -0.23
C30 15.073 -33.288 -21.285  -1.19
O21 13.027 -31.017 -24.690  -0.31
C31 14.209 -31.363 -25.311  -0.14
C32 14.434 -30.313 -26.456  -1.09
H66 15.612 -28.027 -22.090  0.28
H67 15.497 -27.873 -23.793  0.25
H68 14.850 -26.562 -22.737  0.38
H69 12.977 -28.122 -22.074  0.32
H70 12.992 -28.153 -23.788  0.34
H71 14.016 -31.515 -20.666  0.30
H72 12.885 -32.830 -20.789  0.30
H73 15.887 -32.789 -21.812  0.29
H74 15.452 -33.458 -20.277  0.40
H75 14.895 -34.241 -21.783  0.30
H76 15.062 -31.368 -24.633  0.29
H77 14.000 -32.371 -25.669  0.33
H78 13.510 -30.248 -27.031  0.29
H79 14.712 -29.344 -26.042  0.20
H80 15.214 -30.715 -27.102  0.39
C33 10.906 -51.904 -20.893  -1.04
C34 9.519 -52.144 -20.397  -0.32
O22 9.058 -51.176 -19.468  -0.22
P6 7.749 -50.195 -19.697  0.91
O23 7.229 -50.101 -21.071  -0.69
O24 6.590 -50.637 -18.594  -0.32
C35 6.909 -51.221 -17.345  -0.17
C36 6.412 -52.666 -17.420  -1.12
O25 8.277 -48.776 -19.073  -0.29
C37 9.375 -48.084 -19.709  -0.06
C38 8.976 -46.655 -19.632  -1.38
H81 11.038 -52.473 -21.814  0.34
H82 11.124 -50.836 -20.911  0.23
H83 11.666 -52.358 -20.256  0.31
H84 8.817 -52.254 -21.224  0.37
H85 9.399 -53.099 -19.885  0.34
H86 7.967 -51.263 -17.085  0.28
H87 6.367 -50.632 -16.605  0.31
H88 5.342 -52.858 -17.340  0.31
H89 6.821 -53.166 -18.298  0.28
H90 6.836 -53.322 -16.659  0.37
H91 10.291 -48.212 -19.132  0.28
H92 9.492 -48.382 -20.751  0.34
H93 8.634 -46.224 -18.691  0.33
H94 9.816 -46.194 -20.152  0.39
H95 8.205 -46.378 -20.351  0.35

---

No. 4
DFT (ωB97M-V/def2-TZVPD) results for an isolated molecule of C9H8N2 at a distorted geometry.

## Properties
* SMILES: Nc1cccc2ncccc12
* ΔE to the lowest compared entry with this formula, charge and spin: 97.4 kcal/mol
* LUMO energy: 0.0143 Ha

Last column: Mulliken charge in e.
Geometry (Å):
N1 2.023 -1.183 -1.368  -0.62
C1 1.411 -0.641 -0.176  0.65
C2 1.977 -0.826 0.998  -0.75
C3 1.262 -0.261 2.185  -0.07
C4 0.076 0.330 2.043  -0.61
C5 -0.510 0.515 0.677  0.54
N2 -1.684 1.102 0.492  -0.66
C6 -2.405 0.970 -0.590  -0.10
C7 -2.055 0.295 -1.837  -0.61
C8 -0.661 0.167 -1.661  -0.18
C9 0.156 0.142 -0.474  0.38
H1 2.969 -1.535 -1.206  0.24
H2 1.475 -1.879 -1.958  0.20
H3 2.661 -1.628 1.528  0.19
H4 1.516 -0.110 3.300  0.23
H5 -0.470 0.671 3.024  0.24
H6 -3.351 1.494 -0.458  0.40
H7 -2.836 -0.172 -2.748  0.24
H8 0.164 -0.416 -2.344  0.29

---

no.,energy (eV)
1,-61229.707
2,-80844.162
3,-152551.451
4,-12438.963